# 1
Density functional theory data (ωB97M-V with the def2-TZVPD basis set) for 23 unconnected molecules or ions with the total composition C36H118O23.

```
177
C36H118O23, DFT ωB97M-V with the def2-TZVPD basis set
C 14.02 20.43 9.94
O 15.41 20.74 10.12
H 13.41 21.28 9.64
H 13.85 19.68 9.16
H 13.58 20.11 10.88
H 15.89 20.69 9.29
C 22.77 16.55 11.46
O 23.75 15.71 11.98
H 23.27 17.39 10.98
H 22.19 16.02 10.71
H 22.14 16.97 12.25
H 24.24 16.31 12.54
C 17.55 25.48 7.57
O 18.82 25.89 8.01
H 17.09 26.30 7.01
H 17.60 24.53 7.04
H 16.88 25.35 8.42
H 19.20 26.28 7.22
C 17.05 23.62 11.52
O 15.82 22.91 11.83
H 17.83 22.86 11.60
H 17.03 23.96 10.48
H 17.14 24.42 12.25
H 15.82 22.10 11.33
O 20.96 18.05 8.07
H 21.44 17.30 7.71
H 20.29 17.66 8.64
O 19.88 20.39 7.37
H 20.33 20.72 8.15
H 20.32 19.56 7.18
O 19.09 26.28 10.77
H 19.97 26.64 10.88
H 18.99 26.17 9.82
C 19.09 22.90 4.72
C 19.45 21.51 4.10
O 20.36 21.81 3.05
H 18.55 22.73 5.65
H 18.48 23.50 4.06
H 19.96 23.53 4.92
H 18.51 21.16 3.67
H 19.86 20.84 4.85
H 20.21 21.12 2.39
C 20.24 26.51 1.20
C 20.02 25.22 2.01
O 21.11 24.88 2.83
H 20.31 27.37 1.86
H 19.52 26.69 0.41
H 21.15 26.38 0.62
H 19.79 24.41 1.32
H 19.10 25.39 2.57
H 21.08 23.99 3.20
C 22.63 26.82 8.61
C 22.76 26.79 10.13
O 21.76 27.59 10.65
H 22.93 27.75 8.14
H 21.61 26.63 8.28
H 23.32 26.07 8.21
H 23.73 27.08 10.55
H 22.59 25.76 10.44
H 22.02 28.51 10.66
C 24.68 27.96 4.30
C 23.63 26.86 4.37
O 22.73 27.20 3.28
H 25.27 27.82 5.21
H 24.25 28.95 4.41
H 25.31 27.91 3.41
H 23.13 26.90 5.34
H 24.04 25.86 4.24
H 22.24 26.43 2.99
C 20.12 25.47 14.52
C 20.83 25.13 13.23
O 19.91 24.51 12.41
H 19.31 26.20 14.43
H 20.85 25.81 15.26
H 19.74 24.57 15.00
H 21.68 24.47 13.38
H 21.11 26.06 12.75
H 19.41 25.12 11.86
C 25.02 23.73 6.17
C 26.18 23.87 7.12
O 26.92 25.02 6.87
H 24.33 24.54 6.40
H 24.47 22.79 6.21
H 25.34 23.90 5.14
H 26.91 23.10 6.85
H 25.88 23.65 8.15
H 26.82 25.69 7.56
C 17.79 21.02 14.30
C 18.16 22.34 15.02
O 17.62 22.35 16.35
H 16.70 20.98 14.20
H 18.13 20.09 14.75
H 18.10 21.00 13.26
H 17.91 23.20 14.40
H 19.25 22.31 15.12
H 17.95 23.16 16.75
C 22.53 20.40 12.95
C 21.30 21.27 13.10
O 21.26 22.11 11.99
H 22.55 19.79 12.05
H 22.54 19.60 13.69
H 23.47 20.95 12.99
H 21.39 21.84 14.02
H 20.32 20.80 13.15
H 20.64 22.83 12.13
C 15.24 20.29 6.26
C 16.75 20.76 6.40
O 17.23 20.37 7.68
H 14.89 20.67 5.30
H 14.61 20.49 7.13
H 15.20 19.21 6.10
H 16.82 21.83 6.23
H 17.33 20.31 5.58
H 18.18 20.46 7.71
C 23.71 21.76 3.52
C 23.73 21.29 2.06
O 25.04 21.69 1.67
H 23.77 22.83 3.72
H 24.53 21.34 4.10
H 22.75 21.55 4.00
H 22.99 21.82 1.46
H 23.46 20.24 1.91
H 25.68 21.12 2.10
C 23.73 19.45 8.07
C 25.02 20.04 8.68
O 26.06 19.96 7.75
H 23.56 19.95 7.12
H 22.87 19.67 8.70
H 23.76 18.36 8.00
H 25.39 19.57 9.59
H 24.77 21.06 8.97
H 26.27 19.04 7.54
C 19.36 19.03 10.79
C 18.58 17.89 10.16
O 19.37 16.74 10.11
H 20.23 19.36 10.23
H 19.70 18.68 11.76
H 18.65 19.85 10.91
H 18.28 18.14 9.13
H 17.74 17.68 10.82
H 19.61 16.54 11.02
C 23.43 22.94 15.58
C 23.86 24.18 16.34
O 24.10 23.86 17.70
H 24.13 22.11 15.55
H 23.30 23.23 14.54
H 22.47 22.51 15.88
H 23.12 24.98 16.31
H 24.69 24.57 15.76
H 24.51 24.65 18.05
C 21.40 23.46 7.38
C 20.84 23.10 8.76
O 21.43 21.93 9.24
H 22.48 23.57 7.35
H 20.90 24.30 6.90
H 21.23 22.65 6.68
H 19.76 22.92 8.75
H 21.03 23.95 9.41
H 21.29 21.85 10.18
C 24.41 23.21 11.16
C 24.95 24.19 12.22
O 25.96 23.62 12.96
H 23.65 23.69 10.54
H 23.98 22.28 11.55
H 25.17 22.98 10.41
H 24.15 24.58 12.86
H 25.33 25.08 11.72
H 26.63 23.32 12.35
C 20.36 29.95 5.34
C 20.65 28.76 6.22
O 19.80 27.63 5.96
H 21.18 30.64 5.52
H 19.38 30.40 5.43
H 20.51 29.64 4.31
H 20.53 29.05 7.26
H 21.70 28.50 6.12
H 20.11 27.30 5.12
```

Calculated values
- Total charge: 0
- LUMO level: 0.21 eV
- 2S+1: 1

Atomic partial charges in e from the Löwdin method, atoms 1 to 99:
1 C -0.127
2 O -0.135
3 H 0.077
4 H 0.070
5 H 0.082
6 H 0.040
7 C -0.190
8 O -0.101
9 H 0.071
10 H 0.080
11 H 0.074
12 H 0.077
13 C -0.125
14 O -0.145
15 H 0.090
16 H 0.069
17 H 0.076
18 H 0.035
19 C -0.127
20 O -0.144
21 H 0.064
22 H 0.064
23 H 0.080
24 H 0.010
25 O -0.040
26 H 0.064
27 H 0.005
28 O -0.044
29 H 0.011
30 H 0.025
31 O -0.022
32 H 0.016
33 H 0.014
34 C -0.068
35 C -0.266
36 O -0.092
37 H 0.042
38 H 0.075
39 H 0.048
40 H 0.107
41 H 0.094
42 H 0.091
43 C -0.077
44 C -0.312
45 O -0.088
46 H 0.068
47 H 0.077
48 H 0.081
49 H 0.112
50 H 0.099
51 H 0.052
52 C -0.062
53 C -0.303
54 O -0.083
55 H 0.068
56 H 0.068
57 H 0.062
58 H 0.116
59 H 0.092
60 H 0.105
61 C -0.083
62 C -0.279
63 O -0.107
64 H 0.065
65 H 0.071
66 H 0.080
67 H 0.081
68 H 0.099
69 H 0.013
70 C -0.057
71 C -0.312
72 O -0.118
73 H 0.088
74 H 0.064
75 H 0.051
76 H 0.097
77 H 0.105
78 H 0.014
79 C -0.089
80 C -0.332
81 O -0.058
82 H 0.047
83 H 0.065
84 H 0.074
85 H 0.112
86 H 0.100
87 H 0.083
88 C -0.077
89 C -0.296
90 O -0.069
91 H 0.074
92 H 0.076
93 H 0.041
94 H 0.098
95 H 0.084
96 H 0.073
97 C -0.062
98 C -0.302
99 O -0.093

---

# 2
Density functional theory data (ωB97M-V with the def2-TZVPD basis set) for a gas-phase ion, C2H2NO2S (charge -1).

```
8
C2H2NO2S, DFT ωB97M-V with the def2-TZVPD basis set
C -0.69 0.01 0.45
C -1.57 -0.33 -0.64
N 0.35 -1.10 0.35
O 2.63 0.10 0.16
O 0.18 1.16 0.25
S 1.29 -0.06 -0.47
H -1.21 -0.02 1.33
H -0.98 0.23 -1.44
```

Calculated values
- Total charge: -1
- LUMO level (alpha / beta): 3.96 / 3.96 eV
- 2S+1: 1

How positive or negative is each atom? The Löwdin charges in e answer that:
1 C -0.761
2 C 0.083
3 N -0.228
4 O -0.526
5 O -0.352
6 S 0.753
7 H 0.056
8 H -0.025

---

no.,strongest force on any atom (eV/Å)
1,2.76
2,3.16